[1]
{
  "formula": "C3H5BrN2O5",
  "method": "wB97M-V/def2-TZVPD",
  "homo_ev": [-8.600, -8.602],
  "max_force_ha_per_bohr": 0.083,
  "e_above_lowest_kj_mol": 202.8,
  "species": ["C", "C", "C", "N", "N", "O", "O", "O", "O", "O", "Br", "H", "H", "H", "H", "H"],
  "xyz": [[-0.702, 0.198, 0.461], [0.764, -0.237, -1.280], [3.066, -0.037, 0.497], [2.576, 1.277, 0.672], [2.607, -1.109, 1.242], [1.720, 1.485, 1.507], [1.418, -1.105, 1.609], [3.105, 2.129, -0.002], [3.381, -2.066, 1.437], [0.023, -0.652, -0.337], [4.605, -0.265, -0.502], [-0.237, 1.122, 0.514], [-0.626, -0.219, 1.473], [-1.773, 0.115, 0.233], [0.835, 0.694, -1.800], [1.668, -0.820, -1.651]],
  "forces_ev_per_a": [[-2.88, -0.54, 2.44], [2.63, -1.61, 0.84], [-0.40, 0.05, -1.02], [0.77, -1.11, 0.39], [-0.06, -1.27, 0.69], [-0.91, 0.51, 0.61], [0.94, -0.20, 0.24], [0.20, 1.21, -0.76], [-0.95, 0.94, -0.21], [2.36, -1.31, -3.34], [0.38, -0.03, -0.13], [0.28, 2.01, -0.22], [0.19, 0.05, -0.31], [0.39, 0.48, -0.46], [-1.10, 1.41, 0.62], [-1.85, -0.58, 0.63]]
}

***

[2]
{
  "formula": "C20H40N2O8Ti",
  "method": "wB97M-V/def2-TZVPD",
  "homo_ev": [-2.893, -6.181],
  "total_charge": -1,
  "max_force_ha_per_bohr": 0.070,
  "multiplicity": 4,
  "s2": 3.76,
  "species": ["Ti", "O", "C", "O", "O", "H", "O", "C", "O", "O", "H", "C", "C", "C", "C", "C", "C", "N", "O", "C", "C", "C", "H", "H", "H", "H", "H", "H", "H", "H", "H", "H", "H", "H", "H", "H", "H", "H", "H", "H", "H", "C", "C", "C", "C", "C", "C", "N", "O", "C", "C", "C", "H", "H", "H", "H", "H", "H", "H", "H", "H", "H", "H", "H", "H", "H", "H", "H", "H", "H", "H"],
  "xyz": [[2.174, -7.380, 4.324], [3.092, -5.693, 1.609], [1.657, -6.192, 1.708], [0.882, -5.839, 0.870], [1.272, -6.818, 2.783], [3.058, -5.045, 0.896], [2.939, -4.705, 4.318], [3.034, -5.029, 5.708], [3.157, -4.216, 6.591], [2.915, -6.288, 5.892], [3.110, -3.733, 4.389], [-0.648, 3.765, -2.725], [0.677, 3.465, -2.006], [1.859, 4.301, -2.527], [3.070, 4.562, -1.591], [2.478, 4.890, -0.138], [1.469, 3.817, 0.323], [0.418, 3.686, -0.608], [0.737, -8.649, 4.970], [2.325, 2.641, 0.902], [0.643, 4.340, 1.567], [1.009, 1.964, -2.253], [-0.902, 4.829, -2.601], [-1.423, 3.244, -2.139], [-0.717, 3.519, -3.801], [2.275, 3.695, -3.353], [1.409, 5.272, -2.798], [3.572, 5.453, -2.005], [3.772, 3.725, -1.583], [1.973, 5.884, -0.310], [3.331, 5.011, 0.544], [3.022, 2.113, 0.277], [2.999, 3.071, 1.686], [1.693, 1.866, 1.301], [0.239, 3.519, 2.201], [1.230, 4.990, 2.303], [-0.143, 5.002, 1.153], [0.189, 1.403, -1.763], [1.985, 1.689, -1.698], [1.168, 1.719, -3.280], [0.890, -9.655, 5.003], [0.080, -0.696, 0.642], [-1.382, -1.003, 0.195], [-2.373, -0.165, 1.009], [-3.725, -0.240, 0.479], [-3.714, 0.220, -1.015], [-2.751, -0.574, -1.925], [-1.537, -0.647, -1.212], [-0.520, -1.378, -1.989], [-3.466, -1.919, -2.255], [-2.598, 0.292, -3.226], [-1.768, -2.424, 0.278], [0.739, -1.446, 0.292], [0.160, -0.603, 1.705], [0.359, 0.297, 0.209], [-2.246, -0.425, 2.048], [-1.978, 0.822, 0.916], [-4.357, 0.435, 1.101], [-4.189, -1.204, 0.650], [-3.299, 1.248, -1.005], [-4.703, 0.073, -1.455], [-2.771, -2.639, -2.661], [-4.045, -2.393, -1.469], [-4.240, -1.908, -3.055], [-2.071, 1.201, -3.028], [-2.121, -0.358, -4.005], [-3.601, 0.562, -3.574], [-2.805, -2.621, -0.028], [-1.723, -2.956, 1.250], [-1.173, -2.968, -0.434], [-0.075, -0.775, -2.577]],
  "forces_ev_per_a": [[-0.55, -1.15, 2.44], [-2.60, -1.69, 0.78], [0.52, 1.32, 1.22], [0.14, 0.33, -1.46], [1.55, 0.82, -2.60], [-0.28, -0.18, -0.11], [0.64, 1.59, 2.29], [-0.58, -1.41, -0.22], [0.32, 1.25, -0.54], [0.00, -0.64, -0.82], [-0.30, -0.90, -0.72], [-0.44, 0.52, 0.41], [0.79, -0.77, -0.35], [0.41, -0.13, -0.27], [-1.71, 0.32, 1.08], [0.66, 0.91, -2.24], [0.82, 1.08, 2.47], [-0.57, -1.23, -1.13], [1.45, -1.82, -0.13], [0.20, 0.25, 0.11], [0.90, 1.22, 1.02], [0.93, -0.17, 2.90], [0.19, -0.16, -0.15], [0.17, -0.05, -0.50], [0.30, -0.09, 0.54], [-0.45, 0.98, -0.35], [0.56, -0.28, -0.43], [0.07, -0.42, 0.38], [-0.10, 0.02, 0.09], [0.32, -0.84, 0.62], [-0.54, 0.03, 0.14], [0.16, 0.06, -0.98], [-0.96, -0.27, -0.32], [-0.31, -0.16, 0.47], [-0.02, 0.43, -0.80], [-0.31, -0.86, -1.05], [0.21, -0.59, 0.49], [0.43, -0.19, -0.57], [-1.47, 0.37, -0.81], [-0.27, -0.02, -0.78], [-0.32, 2.48, -0.14], [-1.37, 1.34, -1.03], [-0.16, 0.06, 0.36], [2.39, -0.19, -0.11], [-2.06, 0.98, -0.39], [0.42, -0.23, 1.02], [-2.41, 0.14, -0.13], [3.10, 1.25, -1.37], [-1.22, -0.70, 0.91], [-0.46, -0.42, -1.35], [-0.38, -2.21, -0.05], [-0.64, -2.63, 0.88], [0.74, -0.69, -0.36], [-0.11, -0.15, 0.75], [-0.13, -0.79, 0.25], [-0.23, -0.34, 0.41], [0.02, 1.23, 0.03], [0.15, -0.11, -0.68], [0.04, -0.38, -0.33], [-0.84, -0.17, -0.14], [-0.01, 0.72, 0.03], [0.48, -0.32, 0.23], [0.38, 0.16, 0.53], [0.47, 0.93, 0.14], [0.63, 0.43, 0.10], [-0.21, 0.88, 0.47], [0.12, -0.14, -0.03], [0.43, 0.44, 0.10], [0.53, 0.60, -0.22], [0.39, -0.55, -0.09], [-0.02, 0.88, 0.01]]
}

***

[3]
{
  "formula": "C2H2F3P",
  "method": "wB97M-V/def2-TZVPD",
  "homo_ev": -10.836,
  "max_force_ha_per_bohr": 0.083,
  "e_above_lowest_kj_mol": 176.0,
  "species": ["C", "C", "F", "F", "F", "P", "H", "H"],
  "xyz": [[-2.248, 0.380, 1.167], [-0.272, -0.453, 2.570], [1.441, 0.221, 2.807], [-0.095, -1.726, 2.832], [-0.965, 0.207, 3.414], [-0.679, -0.092, 0.809], [-2.945, 0.690, 0.474], [-2.555, 0.384, 2.278]],
  "forces_ev_per_a": [[1.82, -0.88, 3.26], [3.92, 0.77, -0.76], [-3.94, -1.48, -0.61], [-0.12, 0.71, 0.64], [0.37, -0.28, 1.88], [-0.76, 0.45, -0.60], [-1.30, 0.53, -1.52], [0.02, 0.17, -2.30]]
}

***

[4]
{
  "formula": "C17H28ClN6O6PRb",
  "method": "wB97M-V/def2-TZVPD",
  "homo_ev": -10.413,
  "total_charge": 1,
  "max_force_ha_per_bohr": 0.014,
  "e_above_lowest_kj_mol": 7.5,
  "species": ["Rb", "O", "C", "O", "C", "C", "C", "C", "C", "N", "C", "O", "O", "H", "H", "H", "H", "H", "Cl", "C", "C", "O", "O", "H", "H", "C", "N", "C", "N", "C", "N", "C", "P", "C", "C", "H", "H", "H", "H", "H", "H", "H", "H", "H", "H", "H", "H", "N", "C", "C", "N", "H", "H", "H", "H", "H", "H", "H", "H", "H"],
  "xyz": [[-0.410, -0.938, 0.407], [-2.709, -4.961, 1.044], [-1.882, -3.921, 0.971], [-1.889, -3.109, 0.075], [-0.940, -3.839, 2.141], [-1.206, -4.419, 3.367], [-0.289, -4.211, 4.390], [0.828, -3.428, 4.155], [1.012, -2.908, 2.880], [0.150, -3.116, 1.894], [2.141, -1.960, 2.513], [2.350, -1.017, 3.368], [2.707, -2.078, 1.430], [-3.302, -4.928, 0.275], [-2.099, -5.010, 3.515], [-0.457, -4.648, 5.365], [1.545, -3.219, 4.937], [1.040, -0.422, 4.029], [-2.764, -0.302, 2.434], [-1.901, 0.851, 3.514], [-0.424, 0.582, 3.327], [0.098, -0.138, 4.290], [0.177, 0.955, 2.330], [-2.223, 0.662, 4.531], [-2.150, 1.855, 3.193], [-2.714, 2.182, -4.265], [-1.674, 1.180, -4.507], [-0.450, 1.871, -4.912], [0.007, 2.883, -3.955], [-1.089, 3.830, -3.731], [-2.335, 3.205, -3.290], [-2.198, 2.639, -1.949], [-0.894, 1.311, -1.819], [-1.448, 0.350, -3.325], [0.445, 2.271, -2.701], [-3.622, 1.682, -3.926], [-2.929, 2.680, -5.211], [-0.641, 2.369, -5.863], [0.342, 1.135, -5.062], [-1.284, 4.346, -4.672], [-0.777, 4.569, -2.992], [-3.155, 2.217, -1.636], [-1.957, 3.435, -1.242], [-2.367, -0.187, -3.082], [-0.689, -0.403, -3.552], [1.273, 1.587, -2.905], [0.819, 3.051, -2.032], [3.453, 0.946, 2.014], [3.729, 0.595, 0.578], [2.410, 0.524, -0.209], [2.296, -0.572, -1.165], [4.291, 1.269, 2.492], [3.075, 0.089, 2.547], [2.744, 1.677, 2.093], [4.210, -0.377, 0.594], [4.412, 1.334, 0.164], [2.244, 1.465, -0.732], [1.596, 0.425, 0.506], [2.526, -1.446, -0.695], [2.948, -0.465, -1.932]],
  "forces_ev_per_a": [[0.13, 0.13, -0.72], [-0.04, 0.13, -0.08], [0.03, -0.06, 0.19], [-0.36, -0.54, 0.00], [0.04, -0.06, -0.18], [0.00, -0.12, 0.06], [0.02, 0.00, 0.05], [0.02, -0.03, 0.04], [-0.04, 0.04, -0.11], [0.01, -0.39, 0.33], [-0.10, 0.00, 0.20], [0.13, -0.15, -0.12], [-0.10, 0.12, 0.09], [0.03, -0.03, 0.05], [0.03, 0.02, 0.00], [0.00, 0.01, 0.00], [-0.01, 0.01, -0.01], [-0.04, -0.11, 0.02], [-0.17, 0.17, 0.31], [0.02, -0.09, -0.09], [0.14, -0.07, 0.08], [-0.02, 0.21, -0.15], [0.00, 0.12, 0.39], [-0.02, -0.03, 0.01], [-0.02, 0.02, -0.04], [0.05, -0.02, 0.05], [0.03, 0.06, 0.08], [0.00, 0.00, 0.07], [-0.08, -0.08, 0.06], [0.00, -0.03, 0.02], [0.09, -0.06, 0.02], [0.02, -0.04, -0.07], [-0.11, 0.42, -0.47], [0.03, 0.08, 0.02], [-0.12, -0.02, -0.08], [0.00, -0.01, 0.01], [0.01, 0.01, -0.02], [0.00, 0.02, -0.02], [0.02, -0.01, 0.01], [0.00, 0.00, -0.03], [0.00, 0.01, 0.02], [-0.05, 0.00, 0.00], [0.00, 0.05, 0.00], [-0.04, -0.01, 0.00], [0.02, -0.02, -0.03], [0.02, 0.00, -0.03], [0.00, 0.04, -0.01], [0.16, 0.15, -0.25], [-0.04, 0.03, 0.04], [0.16, -0.14, -0.12], [0.11, 0.08, 0.19], [0.03, -0.01, -0.02], [-0.15, -0.07, 0.19], [-0.02, -0.03, -0.03], [0.01, -0.04, 0.00], [0.01, 0.04, 0.02], [-0.03, 0.02, -0.01], [0.27, 0.25, 0.12], [0.00, 0.00, -0.01], [-0.06, 0.04, -0.05]]
}

***

[5]
{
  "formula": "C4H9NS",
  "method": "wB97M-V/def2-TZVPD",
  "homo_ev": [-7.790, -7.965],
  "max_force_ha_per_bohr": 0.066,
  "e_above_lowest_kj_mol": 388.4,
  "species": ["C", "C", "C", "C", "N", "S", "H", "H", "H", "H", "H", "H", "H", "H", "H"],
  "xyz": [[0.383, 0.412, -0.401], [-0.230, -0.874, -0.476], [-0.471, 1.502, 0.325], [-1.332, -1.345, 0.475], [1.556, -0.015, 0.545], [2.962, -0.282, -0.148], [0.714, 0.812, -1.328], [0.118, -1.648, -1.099], [-1.145, 1.033, 0.974], [-0.978, 2.027, -0.476], [0.281, 2.198, 0.836], [-1.961, -0.488, 0.654], [-1.006, -1.961, 1.387], [-1.993, -2.052, -0.089], [3.101, 0.682, -1.179]],
  "forces_ev_per_a": [[0.08, 1.17, 2.42], [-1.31, -1.31, 1.63], [3.09, 0.55, -1.26], [0.28, -1.16, -0.89], [-2.32, 0.45, -0.82], [1.43, 0.28, -1.13], [0.75, 0.18, -0.82], [0.84, -0.50, -0.89], [-0.73, -0.02, 1.19], [-0.37, 0.33, 0.16], [-1.38, -0.87, -0.52], [-0.28, -0.15, 0.89], [-0.28, 1.35, -1.04], [0.59, 0.41, 0.29], [-0.38, -0.71, 0.77]]
}

***

[6]
{
  "formula": "C12H17NO6Rb",
  "method": "wB97M-V/def2-TZVPD",
  "homo_ev": -1.725,
  "total_charge": -1,
  "max_force_ha_per_bohr": 0.073,
  "e_above_lowest_kj_mol": 429.3,
  "species": ["Rb", "C", "C", "C", "O", "C", "C", "C", "O", "O", "O", "H", "H", "C", "O", "C", "C", "N", "C", "C", "O", "C", "H", "H", "H", "H", "H", "H", "H", "H", "H", "H", "H", "H", "H", "H", "H"],
  "xyz": [[0.487, 0.047, 3.035], [-3.728, 2.868, -0.214], [-4.163, 2.424, -1.517], [-5.821, 2.188, -1.629], [-6.335, 1.768, -2.644], [-6.618, 2.449, -0.410], [-6.059, 2.774, 0.803], [-4.565, 3.049, 0.864], [-3.945, 3.531, 1.859], [-6.866, 2.999, 1.775], [-3.452, 2.000, -2.459], [-2.695, 3.153, -0.077], [-7.688, 2.497, -0.551], [4.662, 1.126, 2.278], [4.492, -0.096, 1.601], [4.741, -0.079, 0.264], [4.264, -1.496, -0.411], [2.813, -1.440, -0.648], [2.312, -2.640, -1.166], [0.750, -2.739, -1.158], [0.384, -2.719, 0.191], [-1.058, -2.530, 0.342], [4.622, 1.121, 3.367], [3.991, 1.884, 1.874], [5.707, 1.398, 2.129], [5.814, 0.110, 0.239], [4.146, 0.643, -0.294], [4.569, -2.406, 0.104], [4.683, -1.536, -1.417], [2.553, -0.653, -1.225], [2.683, -3.547, -0.689], [2.683, -2.890, -2.160], [0.448, -3.651, -1.674], [0.333, -1.860, -1.650], [-1.199, -3.094, 1.264], [-1.621, -3.182, -0.326], [-1.325, -1.473, 0.328]],
  "forces_ev_per_a": [[-0.17, 0.01, -0.41], [-0.22, -0.99, -3.62], [-0.84, -1.66, 0.29], [0.46, 0.66, 2.40], [0.15, -0.16, -1.25], [1.91, -0.36, -2.67], [-2.48, 1.07, 1.50], [1.69, 1.13, 1.75], [-1.63, -0.38, 0.92], [1.88, -0.23, -0.13], [-0.59, 1.00, 0.85], [0.19, -0.03, -0.02], [-0.12, -0.30, 0.19], [1.14, 0.30, -0.78], [-2.01, -0.79, 2.99], [-0.04, -2.37, -1.52], [0.03, 2.52, -0.40], [0.66, 0.56, 1.99], [-1.65, -2.07, -1.25], [2.11, 0.84, 0.12], [-1.49, 0.08, 0.03], [1.53, -1.69, 0.75], [-0.72, -0.89, -0.03], [0.03, 0.25, 0.02], [0.19, 0.72, -0.35], [0.26, -0.01, -1.25], [0.16, 0.57, 0.05], [-0.22, 0.29, 0.39], [0.91, -0.01, -0.06], [0.16, 0.04, -0.11], [0.03, 0.28, 1.06], [-0.12, 0.43, -0.91], [-0.20, -0.10, -0.02], [-0.16, 0.03, -0.37], [-0.55, 0.88, 0.63], [0.00, 0.60, -0.73], [-0.30, -0.20, -0.07]]
}

***

[7]
{
  "formula": "C4H10NS2",
  "method": "wB97M-V/def2-TZVPD",
  "homo_ev": -12.606,
  "total_charge": 1,
  "max_force_ha_per_bohr": 0.070,
  "e_above_lowest_kj_mol": 303.9,
  "species": ["C", "C", "C", "C", "N", "S", "S", "H", "H", "H", "H", "H", "H", "H", "H", "H", "H"],
  "xyz": [[0.449, -0.788, 0.083], [1.337, 1.541, -0.809], [-1.734, 0.098, 0.380], [1.509, 0.033, -0.527], [-2.584, -0.854, 0.333], [0.407, -2.452, -0.475], [2.146, -0.266, 1.220], [1.192, 1.758, -1.804], [2.330, 1.968, -0.527], [0.607, 2.029, -0.164], [-1.339, 0.509, 1.269], [-1.534, 0.676, -0.429], [2.045, -0.600, -1.260], [-3.103, -1.041, -0.509], [-3.044, -1.166, 1.132], [-0.717, -2.522, 0.439], [2.031, 1.076, 1.648]],
  "forces_ev_per_a": [[-0.98, 1.07, -1.13], [2.06, -0.93, 2.77], [2.64, -0.36, 1.43], [-0.53, -0.54, 0.11], [-1.33, -0.62, -1.25], [-1.95, 1.08, 2.67], [0.27, 0.88, -0.06], [-0.60, 0.29, -2.28], [-0.73, 0.03, -0.41], [-0.18, -0.23, -0.07], [-0.29, 0.08, 1.14], [0.32, 1.37, -2.58], [0.44, 1.07, 0.25], [0.21, -0.08, -0.30], [-0.49, -0.77, 1.69], [1.40, -0.89, -1.56], [-0.27, -1.46, -0.45]]
}